1.
Entry from the OMol25 dataset: an isolated molecule of C4H5NO at a distorted geometry (wB97M-V/def2-TZVPD).

Geometry as XYZ:
```
11
Properties=species:S:1:pos:R:3:lowdin_charge:R:1
O -0.764 -1.752 0.876 0.091
N 1.701 1.905 -0.697 0.153
C -0.410 -0.718 0.367 -0.437
C 1.462 0.830 -0.347 -0.235
C -1.359 0.366 -0.071 -0.013
C 1.098 -0.513 0.104 -0.095
H 1.640 -0.762 1.022 0.132
H -1.451 0.325 -1.163 0.103
H 1.405 -1.248 -0.649 0.134
H -2.342 0.208 0.373 0.089
H -0.978 1.359 0.184 0.080
```

Values from the calculation:
* ΔE to the lowest compared entry with this formula, charge and spin: 37.6 kJ/mol
* HOMO energy: -10.399 eV
* electronic energy: -285.4002 hartree
* structure (SMILES): CC(=O)CC#N

***

2.
Entry from the OMol25 dataset: a structure of composition C5H9NO2S at a distorted geometry (wB97M-V/def2-TZVPD).

Geometry as XYZ:
```
18
Properties=species:S:1:pos:R:3:lowdin_spin:R:1
S -1.773 -0.253 -0.010 0.068
O -1.819 -0.922 1.267 0.035
O -2.927 -0.376 -0.861 0.052
N 2.148 -1.772 0.049 0.276
C 1.129 -0.928 0.394 0.619
C 0.764 0.287 -0.398 0.108
C -1.333 1.500 0.269 0.014
C 0.182 1.481 0.386 0.019
C -0.312 -0.645 -0.888 0.685
H 1.519 0.590 -1.123 0.010
H -1.690 2.040 -0.603 0.002
H 2.522 -1.637 -0.878 0.013
H -1.833 1.847 1.165 0.002
H 0.604 2.408 -0.002 0.003
H 2.014 -2.746 0.284 0.019
H -0.297 -1.170 -1.818 0.038
H 0.629 -1.096 1.333 0.031
H 0.472 1.393 1.434 0.006
```

Values from the calculation:
* ΔE to the lowest compared entry with this formula, charge and spin: 96.1 kJ/mol
* HOMO energy (alpha / beta): -4.759 / -10.395 eV
* electronic energy: -799.1374 hartree
* 2S+1: 3
* expectation value of S²: 2.008

***

3.
Entry from the OMol25 dataset: an isolated molecule of C6H12O at a distorted geometry (wB97M-V/def2-TZVPD).

Geometry as XYZ:
```
19
Properties=species:S:1:pos:R:3:lowdin_charge:R:1
O -1.760 0.563 1.590 -0.021
C 1.535 1.161 0.127 -0.076
C 1.449 -1.280 -0.339 -0.080
C 0.678 -0.089 0.152 -0.446
C -0.615 0.098 -0.573 -0.213
C -1.780 -0.823 -0.395 -0.070
C -1.872 0.486 0.225 -0.369
H -0.558 0.582 -1.538 0.140
H 2.371 -1.421 0.227 0.080
H 0.983 2.022 0.508 0.074
H -1.099 1.310 1.740 0.131
H 1.716 -1.157 -1.391 0.085
H -2.525 1.214 -0.236 0.140
H 0.834 -2.177 -0.266 0.077
H 2.444 1.063 0.726 0.081
H -2.447 -1.033 -1.216 0.107
H -1.635 -1.637 0.294 0.117
H 1.843 1.405 -0.892 0.083
H 0.435 -0.287 1.264 0.161
```

Values from the calculation:
* ΔE to the lowest compared entry with this formula, charge and spin: 130.0 kJ/mol
* HOMO energy: -9.508 eV
* electronic energy: -311.0098 hartree
* structure (SMILES): CC(C)[C@H]1C[C@H]1O

***

The highest ΔE to the lowest compared entry with this formula, charge and spin belongs to which entry? C6H12O

***

What is the formula in the first record? C4H5NO

***

What is the formula in the first record? C4H5NO